1.
The following is a DFT calculation (the ωB97M-V functional and the def2-TZVPD basis) of 2 unconnected molecules or ions with the total composition C5H14.

Last column: Löwdin charge in e.
CARTESIAN COORDINATES (ANGSTROEM)
C: -0.051 -0.405 1.438  -0.12
C: -1.324 -1.125 0.982  -0.33
C: -2.560 -0.275 1.136  -0.14
H: -0.209 -0.086 2.468  0.07
H: 0.007 0.511 0.829  0.05
H: 0.856 -0.941 1.162  0.07
H: -1.193 -1.475 -0.041  0.09
H: -1.422 -2.019 1.609  0.10
H: -2.886 -0.139 2.167  0.07
H: -2.520 0.719 0.678  0.07
H: -3.425 -0.770 0.694  0.06
C: 2.530 0.552 -1.402  -0.18
C: 1.160 0.933 -1.897  -0.18
H: 3.338 0.916 -2.024  0.06
H: 2.722 0.885 -0.381  0.06
H: 2.732 -0.526 -1.321  0.07
H: 0.715 1.752 -1.330  0.06
H: 0.385 0.161 -1.856  0.06
H: 1.144 1.334 -2.912  0.06

Properties
2S+1 = 1
E_HOMO = -11.4 eV
frontier orbital gap = 12.523 eV
SMILES string = CCC.CC

2.
The following is a DFT calculation (the ωB97M-V functional and the def2-TZVPD basis) of 2 unconnected molecules or ions with the total composition C5H14.

Last column: Löwdin charge in e.
CARTESIAN COORDINATES (ANGSTROEM)
C: -0.064 0.154 2.912  -0.14
C: 0.768 -0.270 1.697  -0.31
C: -0.012 -1.243 0.821  -0.12
H: -0.947 0.723 2.595  0.07
H: -0.493 -0.705 3.429  0.06
H: 0.464 0.774 3.633  0.06
H: 1.707 -0.735 2.019  0.10
H: 1.032 0.672 1.202  0.10
H: -0.666 -1.853 1.444  0.07
H: 0.551 -2.045 0.326  0.07
H: -0.521 -0.714 0.008  0.05
C: 0.366 0.391 -2.856  -0.16
C: -0.975 0.928 -2.350  -0.17
H: 0.417 0.481 -3.938  0.06
H: 1.229 0.925 -2.478  0.06
H: 0.509 -0.659 -2.601  0.06
H: -0.805 1.754 -1.662  0.06
H: -1.660 1.238 -3.145  0.06
H: -1.563 0.294 -1.675  0.05

Properties
2S+1 = 1
E_HOMO = -11.3 eV
frontier orbital gap = 12.436 eV
SMILES string = CCC.CC

Most stable: 1. Least stable: 2.

1.
The following is a DFT calculation (the ωB97M-V functional and the def2-TZVPD basis) of 2 unconnected molecules or ions with the total composition C5H14.

Last column: Löwdin charge in e.
CARTESIAN COORDINATES (ANGSTROEM)
C: 0.425 -1.434 1.624  -0.13
C: 1.524 -1.312 0.554  -0.32
C: 0.943 -1.730 -0.807  -0.14
H: -0.142 -0.507 1.408  0.05
H: 0.518 -1.421 2.740  0.07
H: -0.314 -2.243 1.322  0.08
H: 1.671 -0.206 0.421  0.09
H: 2.559 -1.625 0.689  0.09
H: 1.407 -1.112 -1.577  0.06
H: 1.165 -2.778 -1.045  0.07
H: -0.117 -1.506 -0.983  0.07
C: -1.386 2.159 0.143  -0.19
C: -1.314 2.080 -1.393  -0.18
H: -1.824 3.000 0.694  0.05
H: -2.161 1.352 0.468  0.09
H: -0.306 1.967 0.463  0.07
H: -2.188 2.484 -1.882  0.06
H: -0.560 2.752 -1.750  0.04
H: -0.948 1.032 -1.598  0.07

Properties
2S+1 = 1
E_HOMO = -10.9 eV
frontier orbital gap = 11.998 eV
SMILES string = CCC.CC

2.
The following is a DFT calculation (the ωB97M-V functional and the def2-TZVPD basis) of 2 unconnected molecules or ions with the total composition C5H14.

Last column: Löwdin charge in e.
CARTESIAN COORDINATES (ANGSTROEM)
C: 1.623 -0.789 -0.964  -0.11
C: 1.534 0.120 0.317  -0.29
C: 2.704 1.141 0.369  -0.11
H: 2.254 -0.348 -1.733  0.06
H: 0.577 -0.943 -1.258  0.04
H: 1.998 -1.768 -0.690  0.06
H: 0.613 0.690 0.210  0.06
H: 1.479 -0.566 1.139  0.09
H: 3.486 0.892 -0.379  0.07
H: 2.293 2.130 0.202  0.06
H: 3.140 1.123 1.364  0.06
C: -3.430 0.041 0.143  -0.17
C: -2.016 -0.467 0.233  -0.18
H: -3.996 0.136 1.068  0.06
H: -3.446 0.974 -0.418  0.07
H: -4.046 -0.720 -0.333  0.06
H: -1.654 -0.717 -0.761  0.06
H: -1.773 -1.264 0.917  0.07
H: -1.339 0.335 0.572  0.05

Properties
2S+1 = 1
E_HOMO = -11.1 eV
frontier orbital gap = 12.257 eV
SMILES string = CCC.CC

3.
The following is a DFT calculation (the ωB97M-V functional and the def2-TZVPD basis) of 2 unconnected molecules or ions with the total composition C5H14.

Last column: Löwdin charge in e.
CARTESIAN COORDINATES (ANGSTROEM)
C: 0.765 1.338 1.922  -0.09
C: -0.017 0.067 1.227  -0.30
C: -1.464 -0.035 1.705  -0.12
H: 0.170 2.181 1.601  0.06
H: 0.591 1.124 2.981  0.06
H: 1.813 1.335 1.719  0.05
H: 0.613 -0.812 1.506  0.10
H: 0.171 0.257 0.175  0.03
H: -1.980 0.611 0.954  0.08
H: -1.750 0.552 2.581  0.06
H: -1.762 -1.071 1.836  0.07
C: 0.484 -1.413 -2.077  -0.17
C: 0.182 0.037 -2.435  -0.18
H: -0.223 -2.137 -2.510  0.07
H: 1.455 -1.722 -2.500  0.06
H: 0.599 -1.351 -0.961  0.05
H: 0.552 0.211 -3.453  0.06
H: -0.877 0.163 -2.553  0.06
H: 0.678 0.665 -1.718  0.05

Properties
2S+1 = 1
E_HOMO = -10.7 eV
frontier orbital gap = 11.807 eV
SMILES string = CCC.CC

Most stable: 2. Least stable: 1.

1.
The following is a DFT calculation (the ωB97M-V functional and the def2-TZVPD basis) of 2 unconnected molecules or ions with the total composition C5H14.

Last column: Löwdin charge in e.
CARTESIAN COORDINATES (ANGSTROEM)
C: 2.832 0.722 0.264  -0.12
C: 1.780 0.458 1.363  -0.29
C: 0.458 -0.005 0.658  -0.14
H: 2.405 0.458 -0.700  0.06
H: 3.156 1.781 0.206  0.07
H: 3.764 0.185 0.423  0.06
H: 1.610 1.326 1.997  0.09
H: 2.036 -0.377 2.036  0.09
H: 0.721 -0.837 0.023  0.06
H: 0.105 0.883 0.121  0.08
H: -0.267 -0.322 1.399  0.06
C: -2.698 -0.598 -0.312  -0.18
C: -1.957 -0.536 -1.644  -0.17
H: -3.634 -1.161 -0.424  0.06
H: -2.085 -1.100 0.425  0.04
H: -2.990 0.397 0.042  0.07
H: -1.876 0.532 -1.918  0.07
H: -2.440 -1.005 -2.501  0.06
H: -0.919 -0.803 -1.458  0.03

Properties
2S+1 = 1
E_HOMO = -11.3 eV
frontier orbital gap = 12.449 eV
SMILES string = CCC.CC

2.
The following is a DFT calculation (the ωB97M-V functional and the def2-TZVPD basis) of 2 unconnected molecules or ions with the total composition C5H14.

Last column: Löwdin charge in e.
CARTESIAN COORDINATES (ANGSTROEM)
C: 1.841 1.102 -0.166  -0.12
C: 2.425 0.210 0.932  -0.33
C: 1.406 -0.529 1.796  -0.13
H: 2.641 1.714 -0.570  0.07
H: 0.973 1.636 0.212  0.07
H: 1.480 0.434 -0.941  0.06
H: 3.163 -0.495 0.546  0.10
H: 3.007 0.820 1.629  0.09
H: 0.894 0.047 2.555  0.07
H: 0.657 -1.085 1.213  0.06
H: 1.931 -1.367 2.265  0.06
C: -2.809 -0.577 -1.957  -0.17
C: -2.588 -0.124 -0.520  -0.18
H: -1.997 -0.449 -2.660  0.05
H: -3.244 -1.570 -1.980  0.07
H: -3.554 0.115 -2.348  0.06
H: -2.159 -0.941 0.078  0.05
H: -3.592 -0.261 -0.095  0.06
H: -2.129 0.736 -0.055  0.06

Properties
2S+1 = 1
E_HOMO = -11.2 eV
frontier orbital gap = 12.304 eV
SMILES string = CCC.CC

Most stable: 1. Least stable: 2.